C26H33N4O3Rh | ωB97M-V with the def2-TZVPD basis set

Cartesian coordinates (Å):
Rh (0.2072, -0.2177, -0.7927)
C (-0.8240, 1.2710, 3.0441)
C (-1.3322, 1.6670, 1.6528)
C (-0.2691, 2.4161, 0.8553)
N (0.7379, 1.4967, 0.3420)
C (2.0408, 1.7491, 0.4692)
C (2.5454, 2.9793, 0.9227)
C (3.8268, 3.3927, 1.2801)
C (5.0210, 2.7121, 1.3140)
C (5.2036, 1.3953, 0.8879)
C (4.3195, 0.5282, 0.3038)
C (2.9379, 0.6501, -0.0302)
N (2.3220, -0.2265, -0.7665)
C (2.9434, -1.3054, -1.5011)
C (2.7532, -2.6605, -0.8160)
C (1.4156, -2.8436, -0.1016)
N (0.2899, -2.3364, -0.8957)
C (-0.9479, -2.2483, -0.4439)
C (-1.9971, -2.2928, -1.4512)
C (-3.2823, -2.7199, -1.3122)
C (-3.9190, -3.2713, -0.1855)
C (-3.4158, -3.4543, 1.1182)
C (-2.2502, -3.0160, 1.6762)
C (-1.2215, -2.2069, 1.0418)
N (-0.4199, -1.4059, 1.6391)
C (-0.4168, -1.2414, 3.0833)
C (-1.2993, -0.0877, 3.5512)
H (-1.1180, 2.0456, 3.7570)
H (0.2712, 1.2735, 3.0376)
H (-2.2167, 2.3049, 1.7542)
H (-1.6488, 0.7762, 1.1066)
H (0.1598, 3.1658, 1.5237)
H (-0.7138, 2.9661, 0.0202)
H (1.8088, 3.7643, 1.0110)
H (3.8735, 4.4271, 1.6069)
H (5.8861, 3.2405, 1.6917)
H (6.2058, 0.9966, 1.0105)
H (4.7403, -0.4350, 0.0446)
H (4.0043, -1.1299, -1.6962)
H (2.4375, -1.3228, -2.4695)
H (3.5311, -2.8134, -0.0613)
H (2.8924, -3.4396, -1.5687)
H (1.4559, -2.3909, 0.8879)
H (1.2328, -3.9152, 0.0333)
H (-1.6484, -2.0091, -2.4382)
H (-3.8769, -2.6971, -2.2184)
H (-4.9282, -3.6301, -0.3436)
H (-4.0820, -3.9861, 1.7889)
H (-2.1091, -3.2161, 2.7303)
H (0.6137, -1.0084, 3.3658)
H (-0.6850, -2.1660, 3.6035)
H (-1.2802, -0.0990, 4.6444)
H (-2.3397, -0.2679, 3.2603)
C (-1.3946, 2.7261, -2.7455)
C (-1.9033, 1.2922, -2.7645)
C (-3.2970, 1.1886, -3.3501)
O (-1.9299, 0.7723, -1.4067)
C (-0.8874, 0.4260, -3.5373)
O (-1.0468, 0.2683, -4.7346)
O (0.1448, 0.0297, -2.8696)
H (-2.0717, 3.3599, -2.1652)
H (-1.3525, 3.1203, -3.7608)
H (-0.3943, 2.7740, -2.3133)
H (-3.9841, 1.8414, -2.8063)
H (-3.6600, 0.1636, -3.2814)
H (-3.2852, 1.4738, -4.3999)
H (-2.3732, 1.4066, -0.8321)

* energy above the lowest of the compared OMol25 structures with the same formula, charge and spin: 16.2 kcal/mol
* max |F|: 0.62 eV/Å
* Kohn-Sham gap (alpha / beta): 7.07 / 5.24 eV
* E_tot: -1565.68136 hartree
* charge: 0
* HOMO level (alpha / beta): -6.79 / -7.07 eV
* 2S+1: 5